No. 1
C5H6N2S | the ωB97M-V functional and the def2-TZVPD basis

Geometry as XYZ:
```
14
Properties=species:S:1:pos:R:3:mulliken_charge:R:1
S -1.80 -0.61 -0.37 -0.078
N 1.72 1.28 -0.18 -0.548
N 0.70 -1.21 0.16 -0.510
C 0.45 1.02 -0.39 0.015
C 2.02 -1.01 0.25 -0.065
C 2.51 0.34 0.13 -0.155
C -0.14 -0.20 -0.13 0.341
C -2.54 0.74 0.65 -1.045
H -1.86 1.01 1.56 0.314
H -3.66 0.60 0.92 0.311
H -0.19 2.05 -0.67 0.207
H 2.83 -1.68 0.75 0.262
H 3.48 0.43 0.27 0.490
H -2.57 1.50 0.20 0.460
```

- energy above the lowest of the compared OMol25 structures with the same formula, charge and spin (kcal/mol) = 78.5
- LUMO level (hartree) = 0.01707
- structure (SMILES) = CSc1cnccn1
- calculated total energy (Ha) = -701.7139

---

No. 2
C5H6N3O | the ωB97M-V functional and the def2-TZVPD basis

Geometry as XYZ:
```
15
Properties=species:S:1:pos:R:3:mulliken_charge:R:1
O -0.64 1.40 2.13 -0.691
N -1.69 -1.65 0.15 -0.388
N -0.01 1.06 1.11 -0.035
N -2.38 -0.83 1.01 -0.521
C 1.15 -0.15 -1.49 -0.261
C -0.23 -0.68 -1.63 -0.480
C -0.90 -1.07 -0.61 0.313
C 1.76 0.48 -0.42 -0.284
C 1.26 1.08 0.87 -0.274
H -2.24 -1.10 2.02 0.262
H -0.70 -0.76 -2.63 0.306
H 2.86 0.62 -0.63 0.152
H 1.86 -0.21 -2.36 0.209
H 2.05 1.58 1.52 0.317
H -2.15 0.22 0.93 0.375
```

- energy above the lowest of the compared OMol25 structures with the same formula, charge and spin (kcal/mol) = 35.3
- LUMO level (alpha / beta) (hartree) = 0.15124 / 0.15124
- total charge = -1
- calculated total energy (Ha) = -433.4843

---

No. 3
C5H6N3O | the ωB97M-V functional and the def2-TZVPD basis

Geometry as XYZ:
```
15
Properties=species:S:1:pos:R:3:mulliken_charge:R:1
O 1.50 -2.20 -1.39 -0.230
N -0.10 0.79 0.08 -0.453
N 0.78 0.59 -0.97 -0.087
N 0.10 -1.56 0.46 -0.137
C 1.46 1.85 -1.43 -0.024
C -1.34 -0.18 1.91 -1.061
C -0.37 -0.16 0.76 0.499
C 0.61 1.31 -2.23 -0.308
C 0.83 -1.76 -0.56 0.869
H -2.20 0.44 1.63 0.321
H -1.64 -1.15 1.98 0.387
H -0.45 -2.19 0.92 0.226
H -0.03 1.39 -3.06 0.358
H 1.89 2.74 -1.01 0.340
H -1.03 0.09 2.90 0.299
```

- energy above the lowest of the compared OMol25 structures with the same formula, charge and spin (kcal/mol) = 102.9
- LUMO level (alpha / beta) (hartree) = -0.16204 / -0.16205
- total charge = +1
- structure (SMILES) = C/C(=N/N1C=C1)[NH+]=C=O
- calculated total energy (Ha) = -433.1790

---

No. 4
C5H6N3O2 | the ωB97M-V functional and the def2-TZVPD basis

Geometry as XYZ:
```
16
Properties=species:S:1:pos:R:3:mulliken_spin:R:1
O 1.92 -1.06 1.10 -0.028
O 3.45 -0.66 -0.45 0.006
N 1.66 0.82 -0.39 0.108
N -0.29 2.13 -0.44 -0.110
N -0.55 -0.21 -0.11 -0.064
C -0.63 -1.79 0.21 0.300
C -1.67 1.84 -0.14 0.534
C -1.72 0.49 0.10 1.220
C 0.39 1.06 -0.37 0.363
C 2.43 -0.46 0.15 0.049
H -2.63 -0.10 0.24 0.041
H 0.21 -2.01 0.84 0.069
H 2.24 1.63 -0.67 -0.008
H -1.66 -1.81 0.72 -0.252
H -0.57 -2.32 -0.69 -0.012
H -2.58 2.43 -0.11 -0.215
```

- energy above the lowest of the compared OMol25 structures with the same formula, charge and spin (kcal/mol) = 16.1
- LUMO level (alpha / beta) (hartree) = 0.14991 / 0.08968
- total charge = -1
- multiplicity = 3
- ⟨S²⟩ = 2.015
- calculated total energy (Ha) = -508.7637

---

No. 5
C5H6N3O4P | the ωB97M-V functional and the def2-TZVPD basis

Geometry as XYZ:
```
19
Properties=species:S:1:pos:R:3:mulliken_charge:R:1
P 2.19 2.75 -0.81 0.753
O 3.13 3.09 0.35 -0.703
O 2.75 2.56 -2.17 -0.840
O 1.51 1.10 -0.51 -0.396
O 1.20 0.30 1.73 -0.559
N 0.84 3.72 -1.01 -0.222
N 0.24 3.79 1.21 -0.091
N 0.07 4.10 0.02 -0.508
C 0.67 0.81 0.48 1.333
C -0.12 -0.95 -1.20 -1.190
C -0.49 -0.12 0.00 -0.541
C 0.56 1.53 1.68 -0.377
C 0.93 2.81 1.82 -0.444
H 1.62 3.18 2.55 0.320
H -0.91 -1.50 -1.61 0.405
H 0.26 -0.13 -1.78 0.306
H 0.59 -1.66 -0.91 0.273
H -0.86 -0.75 0.88 0.290
H -1.25 0.65 -0.20 0.192
```

- energy above the lowest of the compared OMol25 structures with the same formula, charge and spin (kcal/mol) = 52.5
- LUMO level (hartree) = 0.22549
- total charge = -2
- structure (SMILES) = CC[C@]12O/C1=C/N=N\N=P([O-])([O-])O2
- calculated total energy (Ha) = -1000.6255

---

No. 6
C5H6N4 | the ωB97M-V functional and the def2-TZVPD basis

Geometry as XYZ:
```
15
Properties=species:S:1:pos:R:3:mulliken_charge:R:1
N 0.46 1.47 -0.41 -0.525
N 2.16 -0.16 0.14 -0.564
N 0.05 -1.55 0.12 -0.127
N -2.17 -0.94 -0.48 -0.647
C -0.97 -0.60 -0.06 0.361
C 1.72 1.02 -0.29 0.123
C 1.30 -1.19 0.23 0.091
C -1.69 1.53 0.49 -0.667
C -0.64 0.79 0.12 0.393
H 2.55 1.74 -0.42 0.387
H 0.01 -2.52 0.18 0.217
H -1.72 2.74 0.38 0.251
H -2.49 0.98 1.07 0.269
H 1.99 -1.98 0.67 0.225
H -2.22 -1.98 -0.53 0.214
```

- energy above the lowest of the compared OMol25 structures with the same formula, charge and spin (kcal/mol) = 50.6
- LUMO level (hartree) = -0.00059
- structure (SMILES) = [H]/N=C1\NC=NC=NC1=C
- calculated total energy (Ha) = -413.0431

---

No. 7
C5H6N4 | the ωB97M-V functional and the def2-TZVPD basis

Geometry as XYZ:
```
15
Properties=species:S:1:pos:R:3:mulliken_charge:R:1
N -0.74 -1.55 -0.04 -0.159
N 0.55 0.58 1.03 -0.206
N 3.65 -0.55 0.56 -0.513
N 0.90 0.73 -1.35 -0.538
C 1.38 0.36 -0.07 -0.027
C -0.80 0.52 0.99 -0.130
C 2.58 -0.14 0.30 0.270
C 0.45 -1.80 -0.23 -0.156
C -1.38 -0.42 0.20 -0.634
H -2.47 -0.26 -0.02 0.260
H -1.31 1.20 1.55 0.515
H 1.43 0.32 -2.05 0.245
H -0.11 0.47 -1.38 0.433
H 1.02 0.75 1.98 0.294
H 1.00 -2.58 0.07 0.347
```

- energy above the lowest of the compared OMol25 structures with the same formula, charge and spin (kcal/mol) = 90.8
- LUMO level (alpha / beta) (hartree) = 0.00467 / 0.00465
- calculated total energy (Ha) = -412.9789

---

No. 8
C5H6N4 | the ωB97M-V functional and the def2-TZVPD basis

Geometry as XYZ:
```
15
Properties=species:S:1:pos:R:3:mulliken_charge:R:1
N -0.10 1.45 -0.73 -0.663
N -0.54 -0.16 2.10 -0.281
N 0.24 0.49 1.45 -0.286
N 1.40 -0.30 -0.44 -0.642
C -1.31 -1.15 1.37 -0.297
C 1.99 0.64 -1.06 -0.335
C 0.98 1.72 -1.32 -0.240
C -1.02 -0.86 -0.13 -1.155
C 0.14 0.15 -0.11 1.778
H -1.00 -2.07 2.00 0.298
H 3.06 0.58 -1.43 0.322
H 1.02 2.66 -1.83 0.391
H -2.51 -1.01 1.52 0.220
H -0.60 -1.63 -0.64 0.437
H -1.76 -0.50 -0.76 0.453
```

- energy above the lowest of the compared OMol25 structures with the same formula, charge and spin (kcal/mol) = 46.9
- LUMO level (hartree) = -0.00042
- structure (SMILES) = C1=NC2(CCN=N2)N=C1
- calculated total energy (Ha) = -413.0489